Below is a molecular structure, C16H48AlO32S4, with properties calculated with ωB97M-V/def2-TZVPD.

Energy (eV): -132804.42907
Max |F| (eV Å⁻¹): 5.8
Total charge: -5

Each line ends with the Mulliken charge.
Cartesian coordinates (Å):
Al: 0.419 0.412 -0.394  0.0265
S: 2.277 3.417 -2.515  1.5902
O: 1.340 3.970 -3.488  -0.7895
O: 2.966 2.306 -3.164  -0.9246
O: 3.205 4.432 -2.136  -0.7756
O: 1.554 2.833 -1.357  -0.4598
S: -3.425 -1.121 -0.921  1.4782
O: -4.235 0.117 -0.745  -0.9744
O: -4.010 -2.331 -0.339  -1.1436
O: -3.518 -1.104 -2.340  -0.7634
O: -2.082 -0.852 -0.401  -0.7171
S: -0.890 0.888 -4.285  1.5734
O: -2.306 0.599 -3.916  -0.4156
O: -0.546 0.342 -5.615  -0.8302
O: -0.699 2.270 -4.401  -0.4031
O: -0.090 0.431 -3.176  -0.9790
S: -2.363 3.395 -1.244  1.3694
O: -3.273 2.432 -1.840  -0.5556
O: -3.072 4.347 -0.384  -0.8116
O: -1.371 2.628 -0.533  -1.0650
O: -1.639 4.165 -2.298  -0.5741
C: -0.773 0.276 3.617  0.0723
C: -1.217 -0.667 4.731  -0.7195
O: -0.990 -2.046 4.386  -0.5877
O: -1.268 -0.158 2.415  0.9791
H: 0.317 0.308 3.612  -0.2869
H: -1.091 1.316 3.690  0.4447
H: -2.252 -0.473 5.013  0.2917
H: -0.742 -0.433 5.684  0.3446
H: -1.448 -2.293 3.580  0.2090
H: -2.153 0.200 2.315  -0.1467
C: 4.104 2.007 0.311  -0.3189
C: 3.793 1.405 1.724  -0.7276
O: 2.367 1.363 1.924  -0.0690
O: 3.558 1.222 -0.688  0.1888
H: 5.159 1.840 0.095  0.3393
H: 3.871 3.058 0.138  0.2768
H: 4.282 1.934 2.542  0.3742
H: 4.073 0.355 1.812  0.1406
H: 2.018 2.180 2.288  -0.0339
H: 3.838 1.682 -1.482  -0.2131
C: -2.650 -4.620 2.292  -0.8092
C: -1.678 -4.414 1.070  -0.0300
O: -2.333 -4.509 -0.215  -0.5366
O: -3.404 -3.404 2.512  -0.5337
H: -1.983 -4.799 3.135  0.3722
H: -3.358 -5.448 2.263  0.2738
H: -0.939 -5.214 1.115  0.3850
H: -1.136 -3.471 1.132  0.1773
H: -2.879 -3.719 -0.231  0.3600
H: -3.832 -3.224 1.672  0.4017
C: 0.903 5.056 1.089  -0.4425
C: 0.073 4.158 2.159  -0.8370
O: -0.030 2.806 1.574  0.8037
O: 2.186 4.702 0.752  -0.5375
H: 1.008 6.103 1.372  0.3902
H: 0.430 5.213 0.120  0.2841
H: -0.892 4.609 2.388  0.4222
H: 0.647 4.191 3.085  0.2240
H: -0.591 2.783 0.795  -0.1585
H: 1.943 4.086 0.056  -0.1884
C: 2.735 -2.681 0.669  -0.6643
C: 2.112 -2.334 2.065  -0.7040
O: 0.794 -1.850 1.775  0.3907
O: 2.951 -1.540 -0.152  0.3439
H: 2.058 -3.464 0.327  0.1406
H: 3.733 -3.117 0.707  0.3881
H: 2.696 -1.645 2.674  0.1381
H: 1.994 -3.166 2.760  0.4116
H: 0.300 -1.858 2.598  -0.1989
H: 3.540 -1.886 -0.826  0.0198
C: -4.385 2.086 2.292  -0.3354
C: -5.217 2.362 1.029  0.0544
O: -5.991 1.229 0.697  -0.6607
O: -3.798 0.835 2.203  -0.3261
H: -5.101 2.175 3.109  0.2606
H: -3.671 2.886 2.486  0.1951
H: -4.627 2.834 0.243  -0.2837
H: -5.867 3.236 1.087  0.4013
H: -5.437 0.651 0.167  0.5905
H: -4.248 0.402 1.474  0.0720
C: 4.928 -0.685 -2.848  -0.2096
C: 3.727 -1.143 -3.655  -1.0929
O: 2.567 -0.383 -3.239  0.2149
O: 5.123 -1.629 -1.715  -0.6418
H: 5.059 0.372 -2.616  0.3372
H: 5.739 -0.990 -3.509  0.4043
H: 3.549 -2.209 -3.511  0.3781
H: 3.955 -1.069 -4.718  0.4196
H: 2.824 0.487 -3.554  0.1070
H: 5.827 -1.222 -1.205  0.2521
C: 0.299 -2.621 -2.881  1.1778
C: -0.218 -4.168 -3.066  -0.9887
O: -1.679 -4.316 -3.110  -0.5566
O: -0.124 -2.217 -1.606  0.6862
H: -0.080 -1.883 -3.588  0.1106
H: 1.385 -2.599 -2.968  -0.8080
H: 0.174 -4.791 -2.263  0.2918
H: 0.209 -4.547 -3.995  0.3864
H: -1.956 -4.679 -2.266  0.3429
H: -1.047 -2.403 -1.419  -0.4788

Atoms 1-3, force components in eV/Å:
Al -0.39 0.43 -0.82
S -4.09 -0.88 -1.37
O -0.39 0.61 -0.44

Below is a molecular structure, C16H48ClN4O10, with properties calculated with ωB97M-V/def2-TZVPD.

Energy (eV): -56296.02363
Max |F| (eV Å⁻¹): 14.4
ΔE to the lowest compared entry with this formula, charge and spin (eV): 25.629
Total charge: -1

Each line ends with the Mulliken charge.
Cartesian coordinates (Å):
Cl: 0.194 -0.854 -0.074  1.8932
O: 1.357 -1.591 -0.490  -0.7529
O: 0.052 -1.015 1.391  -1.0072
O: 0.398 0.502 -0.255  -0.3726
O: -0.980 -1.332 -0.751  -0.7570
O: -2.047 -2.178 1.279  -0.6600
H: -1.384 -1.676 0.806  -0.4826
H: -2.074 -3.023 0.830  0.3031
O: -2.062 0.307 1.067  -0.5197
H: -1.706 0.558 0.215  -0.5533
H: -1.502 -0.413 1.359  0.6636
C: 2.804 0.410 3.000  -1.0803
C: 1.756 1.474 2.500  0.6023
C: 1.912 1.774 1.055  0.3824
O: 3.187 2.429 0.797  -0.5979
C: 3.371 2.611 -0.650  -0.8550
N: 0.455 0.843 2.646  -0.7707
H: 3.790 0.856 2.873  0.3949
H: 2.766 -0.587 2.560  -0.7413
H: 2.718 0.100 4.041  0.4127
H: 1.734 2.461 2.962  0.6593
H: 0.958 2.194 0.736  -1.1178
H: 1.863 0.816 0.538  0.5511
H: 3.389 1.706 -1.258  0.2325
H: 4.291 3.148 -0.882  0.3494
H: 2.535 3.205 -1.019  0.2832
H: 0.278 0.110 1.974  0.4400
H: 0.322 0.345 3.514  0.3433
C: 3.914 -3.244 -0.387  -1.4496
C: 3.372 -3.147 1.073  0.4481
C: 3.637 -1.792 1.704  0.2463
O: 5.050 -1.583 1.875  -0.4165
C: 5.465 -0.534 2.756  -0.8565
N: 1.981 -3.541 1.179  -0.7085
H: 3.491 -2.437 -0.984  0.2818
H: 3.646 -4.146 -0.937  0.4033
H: 4.986 -3.045 -0.386  0.3920
H: 3.901 -3.871 1.692  0.4915
H: 3.087 -1.844 2.643  0.6236
H: 3.096 -1.037 1.133  -0.3039
H: 6.535 -0.625 2.942  0.3341
H: 5.019 -0.606 3.749  0.3682
H: 5.213 0.445 2.351  0.3601
H: 1.490 -2.659 1.214  0.1009
H: 1.789 -3.986 0.293  0.3548
C: -5.039 -1.659 -0.955  -1.7492
C: -3.577 -1.529 -1.351  0.6179
C: -3.478 -0.584 -2.574  -0.4597
O: -4.019 -1.246 -3.717  -0.5418
C: -5.002 -0.583 -4.477  -0.8040
N: -2.879 -0.984 -0.218  -0.4861
H: -5.260 -1.817 0.101  0.4533
H: -5.671 -2.386 -1.464  0.3148
H: -5.481 -0.664 -1.002  0.3826
H: -3.145 -2.511 -1.543  0.2292
H: -2.461 -0.377 -2.910  -0.0341
H: -3.988 0.370 -2.440  0.2205
H: -4.690 0.447 -4.648  0.2863
H: -5.870 -0.532 -3.819  0.2680
H: -5.258 -1.165 -5.362  0.2569
H: -1.926 -1.093 -0.533  0.0506
H: -3.020 -1.771 0.400  0.4589
C: -1.795 0.735 -2.388  -0.9796
C: -2.013 1.820 -1.257  0.0754
C: -0.777 2.533 -0.835  0.0713
O: -1.099 3.407 0.258  -0.3691
C: -0.074 4.201 0.761  -0.6860
N: -2.967 2.717 -1.829  -0.7279
H: -1.132 -0.015 -1.958  0.3839
H: -1.324 1.084 -3.307  0.5974
H: -2.732 0.470 -2.878  0.3426
H: -2.535 1.317 -0.442  0.8568
H: -0.519 3.051 -1.759  0.3831
H: -0.017 1.827 -0.502  -0.0827
H: -0.538 4.888 1.468  0.3347
H: 0.300 4.945 0.058  0.3501
H: 0.744 3.725 1.301  0.3437
H: -3.854 2.296 -1.594  0.3626
H: -2.956 3.552 -1.260  0.3673

Atoms 1-3, force components in eV/Å:
Cl 5.28 -2.56 0.82
O -0.72 0.41 -0.57
O 0.60 -4.58 -3.45